Formula: C24H27N3O4
Source: the OMol25 dataset
Level of theory: ωB97M-V/def2-TZVPD

## Properties
2S+1	1
E_tot	-37986.5920	eV
energy relative to the best compared isomer or geometry (same formula, charge and spin)	44.1	kcal/mol
orbital gap	0.2894	hartree
molecular weight	421.50	u
structure (SMILES)	COc1ccc(C(=O)N/C(=C\c2cn(C)c3ccccc23)C(=O)OCCN(C)C)cc1

Structure (XYZ):
```
58
C24H27N3O4 (ωB97M-V/def2-TZVPD)
C 5.8092 -4.3617 1.6760
O 5.0028 -4.1729 0.5380
C 4.0218 -3.2342 0.5821
C 3.7348 -2.4271 1.6792
C 2.7085 -1.5058 1.6009
C 1.9582 -1.3523 0.4403
C 0.8641 -0.3479 0.4491
O 0.3640 0.0672 1.4759
N 0.4673 0.0594 -0.7997
C -0.5244 1.0127 -1.0500
C -1.7012 1.1121 -0.3914
C -2.2230 0.2061 0.5875
C -3.0018 0.5784 1.6625
N -3.3011 -0.4910 2.4394
C -4.0316 -0.4643 3.6726
C -2.7461 -1.6087 1.8720
C -2.7956 -2.9330 2.2863
C -2.1669 -3.8735 1.4982
C -1.5280 -3.5090 0.3122
C -1.4823 -2.1969 -0.1061
C -2.0679 -1.2180 0.6932
C -0.1464 1.9291 -2.1392
O 0.9022 1.8234 -2.7461
O -1.0739 2.8541 -2.4141
C -0.7436 3.8084 -3.4177
C 0.1451 4.9477 -2.8770
N -0.4630 5.8832 -1.9617
C -0.8653 5.3044 -0.6978
C -1.5131 6.6884 -2.5441
C 2.2427 -2.1723 -0.6517
C 3.2568 -3.1002 -0.5799
H 6.5135 -5.1485 1.4103
H 5.2174 -4.6826 2.5392
H 6.3626 -3.4525 1.9315
H 4.2992 -2.5100 2.5945
H 2.4709 -0.8812 2.4488
H 1.1426 -0.0078 -1.5535
H -2.3019 1.9863 -0.6019
H -3.3197 1.5659 1.9414
H -4.3618 0.5527 3.8761
H -4.9072 -1.1161 3.6131
H -3.4012 -0.8029 4.4986
H -3.3101 -3.2190 3.1917
H -2.1787 -4.9120 1.7946
H -1.0636 -4.2767 -0.2895
H -1.0107 -1.9362 -1.0399
H -1.6987 4.1903 -3.7815
H -0.2101 3.3036 -4.2295
H 0.5129 5.5138 -3.7373
H 1.0047 4.4956 -2.3747
H -1.0913 6.1136 -0.0027
H -1.7499 4.6575 -0.7796
H -0.0437 4.7170 -0.2915
H -2.4464 6.1335 -2.7236
H -1.1656 7.1055 -3.4880
H -1.7358 7.5103 -1.8634
H 1.6580 -2.1081 -1.5569
H 3.4834 -3.7442 -1.4150
```